Here is a cluster of 6 separate species, C6H9Cl15 in total from OMol25. Energies are from ωB97M-V with the def2-TZVPD basis set.

The value obtained for the energy above the lowest of the compared OMol25 structures with the same formula, charge and spin is 0.741 eV. Its electronic energy is -194203.515 eV. As for the spin multiplicity: 1. The calculation puts the HOMO energy at -10.638 eV. Its SMILES is ClC(Cl)Cl.ClC(Cl)Cl.ClC(Cl)Cl.ClCCl.ClCCl.ClCCl. The calculation puts the HOMO-LUMO gap at 10.89 eV.

Geometry as XYZ:
```
30
Properties=species:S:1:pos:R:3:forces:R:3
Cl -3.959846 2.037223 -11.315825 -0.55 0.34 0.11
C -4.592567 1.254368 -9.848197 0.62 -0.40 -0.54
Cl -4.548514 2.345395 -8.475146 -0.13 -0.14 -0.05
Cl -3.557111 -0.165122 -9.631983 -0.06 -0.24 0.53
H -5.595052 0.861626 -10.018137 0.14 0.46 0.05
Cl -7.352036 1.370512 -12.012225 1.16 0.70 0.33
C -8.939444 0.785540 -12.200036 -1.30 -0.06 0.07
Cl -9.913769 1.000608 -10.718301 0.21 -0.22 -0.17
Cl -8.850186 -0.910480 -12.696641 -0.39 -0.01 -0.03
H -9.456396 1.387953 -12.947005 0.15 -0.40 -0.10
Cl -8.424847 -4.340491 -16.606777 -0.02 0.45 -0.04
C -8.734693 -2.696680 -15.992239 -0.20 -0.59 0.83
Cl -10.421724 -2.211127 -16.412874 1.07 -0.11 0.15
Cl -7.451442 -1.578722 -16.373196 0.17 0.11 -0.84
H -8.603475 -2.739770 -14.911034 -0.84 -0.29 -0.18
Cl -8.595329 6.926800 -12.991996 -0.04 0.41 0.09
C -9.942705 6.007793 -13.665492 0.77 -0.28 -0.43
Cl -9.514740 4.296129 -13.612328 -0.32 -0.62 0.86
H -10.844583 6.226944 -13.093933 0.13 -0.16 -0.37
H -9.956798 6.165432 -14.743939 -0.54 0.63 0.33
Cl -9.175264 3.762180 -16.692792 -0.23 -0.88 -0.48
C -9.782818 2.075433 -17.021224 -0.13 1.09 -0.12
Cl -9.307104 0.923704 -15.768187 -0.12 0.56 -0.27
H -10.871740 2.115571 -17.048309 0.25 0.05 0.07
H -9.385862 1.849372 -18.010872 0.08 -0.44 0.41
Cl -5.153112 3.128653 -16.099287 0.56 0.15 -0.05
C -5.873985 2.078201 -14.900295 -1.02 -0.45 -0.14
Cl -4.905076 0.629541 -14.431132 -0.36 0.88 -0.31
H -6.203744 2.666147 -14.043742 0.69 -0.16 0.09
H -6.791874 1.734478 -15.377186 0.25 -0.36 0.18
```
Forces are in eV/Å.